No. 1
# C8H16OS

A 2-piece molecular cluster, C8H16OS overall at a distorted geometry (ωB97M-V/def2-TZVPD, OMol25).

Output
Electronic energy in eV: -21436.360
Molecular weight in Da: 160.28
Gap between HOMO and LUMO in Eh: 0.3364
ΔE to the lowest compared entry with this formula, charge and spin in kcal/mol: 50.7

Last column: natural (NBO) charge in e.
CARTESIAN COORDINATES (ANGSTROEM)
C: -1.300 3.107 -0.704  -0.485
C: -2.587 3.559 -0.124  -0.655
C: 1.757 -1.988 2.672  -0.600
C: 0.338 -0.098 -2.670  -0.386
C: 1.145 -2.454 1.357  -0.388
C: 0.613 -1.277 0.543  -0.387
C: 0.050 -1.724 -0.810  -0.435
C: -0.341 -0.537 -1.626  -0.164
O: 1.094 2.223 -0.493  -0.915
S: -0.078 2.635 0.284  1.150
H: -3.405 2.912 -0.447  0.227
H: -2.538 3.549 0.962  0.220
H: -2.827 4.571 -0.458  0.228
H: 0.994 -1.553 3.316  0.199
H: 2.513 -1.230 2.478  0.203
H: 2.220 -2.820 3.199  0.206
H: -1.184 3.068 -1.778  0.233
H: 0.049 0.781 -3.219  0.191
H: 1.232 -0.591 -3.007  0.188
H: 1.903 -2.979 0.770  0.193
H: 0.330 -3.155 1.555  0.191
H: -0.163 -0.759 1.114  0.188
H: 1.420 -0.563 0.360  0.211
H: 0.809 -2.304 -1.340  0.201
H: -0.821 -2.368 -0.646  0.203
H: -1.223 -0.007 -1.287  0.184

No. 2
# C8H17AgBrNO6S2

C8H17AgBrNO6S2 as an isolated structure at a distorted geometry (ωB97M-V/def2-TZVPD, OMol25).

Output
Expectation value of S²: 0.76
Electronic energy in eV: -118045.832
Molecular weight in Da: 475.13
Gap between HOMO and LUMO (alpha / beta) in Eh: 0.2278 / 0.2261
Charge: +1
2S+1: 2

Last column: Löwdin spin population.
CARTESIAN COORDINATES (ANGSTROEM)
C: 3.709 -1.530 1.177  0.000
C: 3.455 -0.837 -0.154  0.000
O: 3.343 0.545 0.088  0.000
C: 2.478 1.213 -0.815  0.000
C: 1.418 2.013 -0.089  0.001
O: 0.703 2.719 -1.103  0.000
C: -0.658 2.503 -1.118  -0.003
S: -1.083 0.862 -1.805  -0.006
O: -2.443 0.893 -2.202  0.096
O: -0.124 0.562 -2.793  0.096
N: -0.832 -0.142 -0.486  0.696
S: -1.429 -1.724 -0.626  0.032
O: -0.350 -2.538 -0.170  0.044
O: -1.914 -2.064 -1.906  -0.001
C: -2.720 -1.773 0.634  0.011
Br: -3.507 -3.519 0.664  0.021
C: -3.732 -0.647 0.449  0.000
C: -3.380 0.601 1.246  0.009
H: 4.715 -1.255 1.525  0.000
H: 2.955 -1.108 1.854  0.000
H: 3.581 -2.600 1.060  0.000
H: 4.281 -1.036 -0.831  0.000
H: 2.552 -1.269 -0.575  0.000
H: 1.968 0.535 -1.487  0.000
H: 3.027 1.921 -1.425  0.000
H: 0.785 1.374 0.515  0.000
H: 1.890 2.716 0.589  0.000
H: -1.123 3.200 -1.802  0.000
H: -1.138 2.621 -0.149  0.000
H: -2.209 -1.649 1.574  0.000
H: -4.713 -0.984 0.742  0.000
H: -3.793 -0.416 -0.611  -0.001
H: -4.261 1.221 1.307  0.001
H: -3.028 0.353 2.239  0.000
H: -2.588 1.164 0.772  0.004
Ag: 4.167 -1.923 3.714  0.000

No. 3
# C8H17Cl2FINaO9PS

C8H17Cl2FINaO9PS as an isolated structure at a distorted geometry (ωB97M-V/def2-TZVPD, OMol25).

Output
Electronic energy in eV: -87388.613
Molecular weight in Da: 560.05
Gap between HOMO and LUMO in Eh: 0.0363
Charge: +1

Last column: natural (NBO) charge in e.
CARTESIAN COORDINATES (ANGSTROEM)
C: -0.469 -3.443 2.946  -0.598
C: -0.723 -3.173 1.641  -0.041
C: -0.456 -1.866 0.933  -0.519
C: 0.972 -1.624 0.450  -0.083
P: 1.940 -3.026 -0.409  0.994
O: 2.480 -2.151 -1.655  -0.977
I: 0.169 -4.396 -1.413  -0.152
O: 1.858 -1.156 1.468  -0.723
S: 2.687 0.161 1.035  2.538
O: 4.057 -0.136 0.893  -0.852
O: 2.293 1.244 1.851  -0.871
O: 1.998 0.335 -0.420  -0.621
C: 0.861 -0.419 -0.512  0.416
F: -0.191 0.415 -0.093  -0.379
H: -1.261 -3.846 3.576  0.141
H: 0.543 -3.358 3.349  0.198
H: -1.160 -3.961 1.026  0.241
H: -1.157 -1.718 0.120  0.275
H: -0.654 -1.076 1.656  0.245
H: 3.371 -2.422 -1.918  0.535
H: 0.590 -0.691 -1.529  0.224
O: 0.853 1.867 -2.973  -0.973
H: 0.688 1.638 -2.056  0.431
H: 1.537 2.554 -2.886  0.527
C: 2.644 6.102 -2.565  -0.730
C: 3.216 4.776 -3.088  0.760
O: 3.717 4.772 -4.223  -0.746
O: 3.127 3.784 -2.305  -0.861
H: 2.763 6.897 -3.300  0.204
H: 1.582 5.981 -2.339  0.192
H: 3.159 6.386 -1.645  0.201
C: -4.436 -0.620 -0.712  -0.384
Cl: -5.905 -0.160 0.174  0.001
Cl: -3.629 -1.908 0.200  -0.034
H: -4.684 -0.981 -1.704  0.263
H: -3.776 0.238 -0.767  0.253
Na: -0.314 -3.715 5.316  0.997
O: -4.518 -0.535 3.032  -0.795
H: -4.816 -0.530 2.063  0.558
H: -5.239 -0.255 3.631  0.573
H: -3.716 0.014 3.154  0.572

No. 4
# C8H17Cl4NO5

A 4-piece molecular cluster, C8H17Cl4NO5 overall at a distorted geometry (ωB97M-V/def2-TZVPD, OMol25).

Output
Expectation value of S²: 0.75
Electronic energy in eV: -70385.475
Molecular weight in Da: 349.04
Gap between HOMO and LUMO (alpha / beta) in Eh: 0.0998 / 0.2350
Charge: -1
2S+1: 2

Last column: Löwdin spin population.
CARTESIAN COORDINATES (ANGSTROEM)
Cl: 1.542 1.005 1.734  0.004
C: 0.932 1.799 3.073  0.004
C: 1.828 2.815 3.709  0.001
Cl: 3.348 1.999 4.105  0.001
H: 0.653 1.040 3.803  0.003
H: -0.036 2.170 2.738  0.003
H: 1.465 3.296 4.618  0.000
H: 1.962 3.624 2.991  0.000
Cl: 0.658 -2.850 -2.081  0.000
C: -0.614 -1.736 -1.638  0.000
C: -0.704 -1.489 -0.125  0.002
Cl: -0.984 -3.049 0.679  0.012
H: -1.537 -2.254 -1.897  0.000
H: -0.632 -0.802 -2.199  0.000
H: -1.481 -0.740 0.029  0.001
H: 0.139 -1.105 0.450  0.001
C: -2.791 -2.188 3.206  0.025
N: -3.338 -0.922 3.713  0.410
O: -3.817 -1.004 4.836  0.297
O: -3.191 0.112 2.980  0.205
H: -3.323 -2.575 2.337  0.014
H: -2.662 -2.809 4.092  0.004
H: -1.761 -1.935 2.951  0.013
C: -0.835 0.396 -5.017  0.000
O: 0.557 0.070 -4.647  0.000
C: 1.233 0.799 -3.762  0.000
O: 1.059 1.958 -3.423  0.000
O: 2.271 0.034 -3.278  0.000
C: 3.185 0.627 -2.355  0.000
H: -0.965 1.441 -5.302  0.000
H: -1.415 0.210 -4.113  0.000
H: -1.142 -0.211 -5.868  0.000
H: 2.757 0.682 -1.354  0.000
H: 3.592 1.623 -2.529  0.000
H: 4.047 -0.033 -2.457  0.000

No. 5
# C8H17FN4

An isolated ion of composition C8H17FN4 and charge +2 at a distorted geometry (ωB97M-V/def2-TZVPD, OMol25).

Output
Electronic energy in eV: -17230.649
Molecular weight in Da: 188.25
Gap between HOMO and LUMO in Eh: 0.3418
ΔE to the lowest compared entry with this formula, charge and spin in kcal/mol: 0.0
Charge: +2
Structure (SMILES): CN1C[C@]1(F)C(=[NH2+])N1CC[NH2+]CC1

Last column: natural (NBO) charge in e.
CARTESIAN COORDINATES (ANGSTROEM)
C: -0.579 0.711 -0.222  0.516
C: 1.032 -1.258 -0.215  -0.266
C: 1.755 1.032 -0.963  -0.246
C: -2.640 -0.222 1.376  -0.191
C: 2.191 -1.429 0.743  -0.239
C: 2.807 0.921 0.041  -0.234
C: -1.785 -0.191 -0.076  0.392
C: -4.141 -0.173 -0.509  -0.440
N: 0.622 0.194 -0.488  -0.348
N: -3.049 0.451 0.083  -0.406
N: -0.818 1.992 -0.276  -0.700
N: 3.311 -0.514 0.249  -0.507
F: -1.612 -1.289 -0.827  -0.305
H: 1.143 -1.590 -1.246  0.250
H: 0.039 -1.671 0.127  0.288
H: 1.271 1.953 -1.022  0.243
H: 1.960 0.721 -1.937  0.248
H: -2.990 -1.259 1.473  0.234
H: -2.044 0.248 2.098  0.220
H: 2.078 -1.203 1.774  0.246
H: 2.540 -2.446 0.641  0.267
H: 3.717 1.511 -0.269  0.270
H: 2.578 1.298 0.969  0.237
H: -4.635 -0.736 0.238  0.217
H: -4.771 0.560 -0.928  0.242
H: -3.870 -0.959 -1.230  0.220
H: -1.716 2.113 0.083  0.446
H: -0.132 2.716 -0.060  0.425
H: 4.032 -0.545 1.007  0.467
H: 3.705 -0.938 -0.636  0.457

No. 6
# C8H17FeN7O7S

C8H17FeN7O7S as an isolated structure at a distorted geometry (ωB97M-V/def2-TZVPD, OMol25).

Output
Expectation value of S²: 1.12
Electronic energy in eV: -78561.917
Molecular weight in Da: 411.18
Gap between HOMO and LUMO (alpha / beta) in Eh: 0.2899 / 0.3037
ΔE to the lowest compared entry with this formula, charge and spin in kcal/mol: 12.7
Charge: -1
2S+1: 2

Last column: Löwdin spin population.
CARTESIAN COORDINATES (ANGSTROEM)
Fe: 0.919 0.324 0.100  1.045
N: 1.299 2.509 -0.188  -0.045
C: 1.955 2.612 -1.477  -0.003
C: 2.980 1.521 -1.551  -0.001
O: 4.071 1.650 -2.126  -0.001
N: 2.564 0.416 -0.958  -0.060
C: 3.576 -0.451 -0.351  -0.006
C: 3.443 -0.253 1.129  -0.001
O: 4.368 -0.496 1.895  0.000
O: 2.236 0.172 1.478  -0.013
H: 0.352 2.882 -0.249  0.000
H: 1.797 2.977 0.558  -0.001
H: 2.426 3.572 -1.683  -0.001
H: 1.202 2.421 -2.238  0.000
H: 4.593 -0.212 -0.648  -0.002
H: 3.344 -1.509 -0.522  0.000
C: -2.124 -0.538 3.032  0.000
N: -2.259 -1.359 1.835  0.005
C: -3.615 -1.624 1.384  0.001
C: -1.209 -1.392 0.976  0.007
N: 0.020 -1.189 1.308  0.015
N: -1.561 -1.630 -0.341  0.001
C: -0.639 -1.723 -1.383  0.007
N: -1.276 -1.685 -2.618  0.005
N: 0.616 -1.843 -1.196  0.014
H: -3.081 -0.063 3.241  0.000
H: -1.398 0.255 2.858  0.000
H: -1.832 -1.128 3.905  0.000
H: -4.058 -0.752 0.888  0.000
H: -4.222 -1.886 2.249  0.000
H: -3.626 -2.468 0.698  0.000
H: 0.157 -1.074 2.304  0.000
H: -2.349 -1.041 -0.606  0.000
H: -2.092 -1.082 -2.598  0.001
H: -0.643 -1.344 -3.329  0.000
H: 1.105 -1.887 -2.084  0.000
O: -2.706 0.797 -1.079  0.002
S: -1.460 1.500 -0.754  0.002
O: -1.505 2.918 -1.056  0.000
O: -1.075 1.266 0.677  0.028
O: -0.294 0.835 -1.479  0.002